[1]
Computed, not measured: the molecule C22H31N5O4, with ωB97M-V/def2-TZVPD.

Element x y z (Å)
C (-0.009, -3.918, -2.260)
C (-0.927, -3.446, -1.139)
C (-0.212, -3.479, 0.209)
H (0.088, -4.503, 0.438)
C (-1.055, -2.957, 1.375)
N (-1.364, -1.542, 1.230)
C (-2.553, -1.088, 0.732)
C (-2.800, 0.256, 0.615)
C (-1.804, 1.225, 0.957)
O (-1.913, 2.437, 0.873)
N (-0.608, 0.663, 1.432)
C (-0.345, -0.671, 1.584)
O (0.701, -1.076, 2.044)
C (0.536, 1.538, 1.568)
H (0.156, 2.563, 1.575)
H (1.066, 1.309, 2.495)
C (1.457, 1.324, 0.360)
O (1.152, 0.617, -0.574)
N (2.608, 2.018, 0.440)
H (2.792, 2.584, 1.253)
C (3.625, 1.980, -0.590)
C (4.797, 1.092, -0.228)
C (5.134, 0.814, 1.089)
C (6.236, 0.028, 1.381)
C (7.018, -0.484, 0.361)
C (6.687, -0.212, -0.956)
C (5.584, 0.568, -1.247)
H (5.324, 0.771, -2.276)
H (7.289, -0.613, -1.759)
H (7.878, -1.095, 0.590)
H (6.483, -0.184, 2.410)
H (4.531, 1.198, 1.898)
C (4.116, 3.402, -0.875)
H (4.836, 3.393, -1.687)
H (4.600, 3.814, 0.009)
H (3.281, 4.041, -1.152)
H (3.133, 1.570, -1.479)
N (-4.073, 0.632, 0.074)
C (-3.977, 1.434, -1.143)
C (-5.385, 1.595, -1.715)
H (-5.371, 2.231, -2.602)
O (-6.251, 2.219, -0.796)
C (-6.310, 1.494, 0.409)
C (-4.926, 1.324, 1.036)
H (-4.998, 0.716, 1.940)
H (-4.516, 2.311, 1.294)
H (-6.967, 2.059, 1.073)
H (-6.748, 0.500, 0.223)
H (-5.785, 0.603, -1.985)
H (-3.339, 0.912, -1.859)
H (-3.549, 2.425, -0.939)
N (-3.548, -1.978, 0.432)
H (-3.290, -2.859, 0.020)
H (-4.323, -1.495, -0.009)
H (-0.469, -3.053, 2.293)
H (-1.985, -3.515, 1.492)
H (0.691, -2.870, 0.149)
H (-1.811, -4.093, -1.107)
H (-1.248, -2.425, -1.358)
H (0.862, -3.271, -2.327)
H (-0.528, -3.897, -3.215)
H (0.330, -4.935, -2.074)

Values from the calculation:
* spin multiplicity: 1
* net charge: 0
* maximum force: 0.0116 Eh/bohr
* orbital gap: 9.05 eV
* ΔE to the lowest compared entry with this formula, charge and spin: 3.1 kcal/mol



[2]
Computed, not measured: a structure of composition C14H20FN5O7P2S2Si2 at a distorted geometry, with ωB97M-V/def2-TZVPD.

Element x y z (Å)
N (-2.585, 0.124, 5.218)
P (-1.079, -0.341, 5.578)
Si (0.491, 0.415, 4.252)
O (0.533, -0.269, 2.641)
Si (-0.902, -1.195, 2.245)
F (-2.414, -0.252, 2.229)
C (-0.655, -1.780, 0.385)
S (-1.518, -3.434, 0.159)
O (-0.529, -4.619, 0.472)
O (-2.176, -3.570, -1.255)
N (-1.053, -2.758, 3.190)
C (0.223, -3.300, 3.355)
S (1.896, -3.702, 3.494)
P (0.476, 2.652, 4.273)
N (0.325, 3.046, 5.866)
H (-2.967, 0.687, 6.020)
H (-0.984, -1.777, 5.637)
H (-0.792, 0.198, 6.914)
H (1.785, 0.057, 4.888)
H (-1.096, -0.983, -0.369)
H (0.496, -1.854, 0.175)
H (-2.541, -3.549, 1.154)
H (1.708, 3.209, 3.699)
H (-0.653, 3.213, 3.576)
H (-0.570, 3.609, 5.963)
C (-3.307, -1.379, -6.627)
C (-3.395, -0.015, -6.344)
C (-2.722, 0.515, -5.241)
C (-1.956, -0.332, -4.429)
C (-1.872, -1.703, -4.707)
C (-2.552, -2.222, -5.810)
N (-1.226, 0.224, -3.283)
O (-1.341, 1.438, -3.059)
O (-0.533, -0.551, -2.608)
H (-3.829, -1.787, -7.491)
H (-3.986, 0.636, -6.984)
H (-2.801, 1.580, -5.034)
H (-1.286, -2.373, -4.081)
H (-2.491, -3.284, -6.036)
C (2.124, 1.821, -1.972)
C (3.408, 2.310, -2.215)
C (4.360, 2.315, -1.193)
C (4.014, 1.820, 0.072)
C (2.723, 1.335, 0.320)
C (1.779, 1.338, -0.708)
N (5.017, 1.798, 1.143)
O (6.143, 2.253, 0.890)
O (4.684, 1.322, 2.238)
H (1.387, 1.814, -2.774)
H (3.669, 2.686, -3.202)
H (5.356, 2.700, -1.398)
H (2.440, 0.953, 1.299)
H (0.775, 0.961, -0.527)

Values from the calculation:
* spin multiplicity: 1
* net charge: 0
* maximum force: 0.1591 Eh/bohr
* orbital gap: 7.04 eV



[3]
Computed, not measured: a cluster of 2 separate species, C6H10IN in total at a distorted geometry, with ωB97M-V/def2-TZVPD.

Element x y z (Å)
C (-1.321, 1.658, -2.595)
C (1.464, 0.391, 2.030)
C (-1.233, 1.617, -1.395)
C (-0.379, -1.661, 0.760)
C (0.694, -0.975, -1.493)
C (0.622, -0.721, 0.091)
N (1.415, 0.059, 0.618)
I (1.758, -2.709, -2.099)
H (-1.359, 1.655, -3.602)
H (0.449, 0.795, 2.388)
H (2.179, 1.265, 2.014)
H (1.759, -0.557, 2.402)
H (-1.160, 1.681, -0.340)
H (-1.273, -1.665, 0.292)
H (-0.374, -1.181, 1.819)
H (0.058, -2.599, 0.987)
H (1.201, -0.062, -1.957)
H (-0.416, -1.089, -1.904)

Values from the calculation:
* spin multiplicity: 1
* net charge: 0
* maximum force: 0.1236 Eh/bohr
* orbital gap: 9.58 eV
* ΔE to the lowest compared entry with this formula, charge and spin: 73.9 kcal/mol



[4]
Computed, not measured: the ion C10H9BrN3 with charge +1 at a distorted geometry, with ωB97M-V/def2-TZVPD.

Element x y z (Å)
C (2.266, 0.560, 0.843)
C (0.479, -2.495, 0.068)
C (-0.575, -3.226, 0.484)
C (-1.618, -1.305, 1.468)
C (0.529, -1.123, 0.413)
C (-0.579, -0.499, 1.007)
C (-1.602, -2.659, 1.235)
C (0.427, 1.546, -0.929)
C (-0.676, 0.944, 1.214)
C (1.676, -0.400, 0.026)
N (2.759, 1.286, 1.532)
N (-0.518, 1.716, -0.058)
N (0.868, 1.950, -2.100)
Br (-3.030, -3.760, 1.844)
H (1.495, -2.884, -0.442)
H (-0.656, -4.238, 0.197)
H (-2.414, -0.648, 2.040)
H (-1.535, 1.312, 1.751)
H (0.150, 1.179, 1.934)
H (2.323, -0.999, -0.579)
H (-1.336, 2.186, -0.231)
H (1.378, 1.234, -2.608)
H (0.226, 2.422, -2.822)

Values from the calculation:
* spin multiplicity: 1
* net charge: +1
* maximum force: 0.0948 Eh/bohr
* orbital gap (alpha / beta): 6.67 / 6.99 eV
* ΔE to the lowest compared entry with this formula, charge and spin: 27.9 kcal/mol



[5]
Computed, not measured: a structure of composition C20H19N3O3S2Ti, with ωB97M-V/def2-TZVPD.

Element x y z (Å)
Ti (0.724, 0.052, -0.173)
O (-3.771, -0.817, -1.509)
C (-3.193, -0.490, -2.676)
C (-3.863, -0.828, -3.851)
C (-3.317, -0.528, -5.085)
C (-2.084, 0.111, -5.172)
C (-1.414, 0.444, -4.010)
C (-1.950, 0.163, -2.752)
C (-1.186, 0.554, -1.552)
O (0.013, 1.056, -1.722)
N (-1.705, 0.289, -0.369)
N (-0.968, 0.637, 0.776)
C (-1.720, 0.628, 1.880)
S (-3.385, 0.069, 1.923)
C (-3.444, -0.051, 3.741)
C (-2.026, -0.147, 4.291)
S (-1.039, 1.093, 3.407)
H (-3.154, -0.535, -0.790)
H (-4.817, -1.333, -3.762)
H (-3.855, -0.801, -5.985)
H (-1.651, 0.339, -6.136)
H (-0.449, 0.930, -4.043)
H (-4.019, -0.940, 4.002)
H (-3.947, 0.826, 4.147)
H (-1.613, -1.142, 4.123)
H (-2.003, 0.079, 5.357)
N (5.920, 3.831, 3.836)
C (5.159, 3.202, 3.243)
C (4.220, 2.419, 2.500)
C (3.640, 1.289, 3.080)
C (2.723, 0.541, 2.361)
C (2.345, 0.872, 1.050)
C (2.970, 1.999, 0.500)
C (3.878, 2.782, 1.198)
H (3.909, 1.014, 4.093)
H (2.274, -0.322, 2.842)
H (2.718, 2.319, -0.510)
H (4.321, 3.661, 0.747)
C (3.186, -1.836, -0.695)
O (1.933, -1.368, -1.158)
C (0.743, -1.825, -0.364)
C (-0.001, -2.884, -1.114)
H (3.258, -1.738, 0.390)
H (3.968, -1.240, -1.171)
H (3.312, -2.887, -0.972)
H (0.444, -3.882, -1.009)
H (-0.068, -2.659, -2.187)
H (-1.018, -2.945, -0.717)

Values from the calculation:
* expectation value of S²: 0.779
* spin multiplicity: 2
* net charge: -1
* maximum force: 0.0168 Eh/bohr
* orbital gap (alpha / beta): 4.93 / 6.29 eV
* ΔE to the lowest compared entry with this formula, charge and spin: 8.3 kcal/mol